Record 1
Density functional theory data (ωB97M-V/def2-TZVPD) for a 3-piece molecular cluster, C5H12O2 overall.

Last column: Löwdin spin population.
CARTESIAN COORDINATES (ANGSTROEM)
C: -0.4948 0.2918 1.9079  0.01
C: -0.5579 1.5727 1.6292  0.01
C: -0.8250 -0.8861 0.9794  0.08
C: 0.2891 -1.8504 0.8056  0.30
C: 1.4928 -1.8627 1.4306  0.45
H: 0.0812 -0.0236 2.7914  0.00
H: 0.3176 2.2002 1.9973  0.00
H: -1.0100 2.1348 0.8387  0.00
H: -1.2985 -0.5200 0.0522  0.00
H: -1.6147 -1.4907 1.5197  0.05
H: 0.5060 -2.3723 -0.1387  0.03
H: 2.4692 -1.7885 0.8855  0.02
H: 1.5749 -1.7309 2.4995  0.03
H: -1.1655 2.6576 -2.9524  0.00
H: -0.7822 2.2391 -1.5115  0.00
O: -0.5757 2.8682 -2.2186  0.00
H: 0.3523 -0.1211 -3.4078  0.00
H: 0.1291 -1.0107 -2.1631  0.00
O: 0.7351 -0.8304 -2.8836  0.00

Output
energy above the lowest of the compared OMol25 structures with the same formula, charge and spin: 285.79 kJ/mol
spin multiplicity: 2
⟨S²⟩: 0.76
net charge: +1

Record 2
Density functional theory data (ωB97M-V/def2-TZVPD) for a 2-piece molecular cluster, C9H22BN3O6S overall.

Last column: Mulliken charge in e.
CARTESIAN COORDINATES (ANGSTROEM)
C: -4.7591 2.1618 0.1033  -0.90
C: -5.0231 0.7272 -0.4020  0.60
O: -5.9657 0.1871 0.0084  -0.46
O: -4.1593 0.1020 -1.2763  -0.40
C: -2.8111 0.2792 -0.7758  -0.22
C: -1.8519 -0.7597 -1.3970  -0.84
C: -0.3379 -0.4407 -1.0400  -0.09
N: -0.3095 0.5126 0.1315  -0.16
C: 0.5541 0.1520 1.1223  -0.14
N: 1.5893 1.0161 1.4932  -0.33
C: 2.9275 0.5572 0.9978  -0.43
C: 3.6123 1.7865 0.3341  -1.25
C: 2.9658 2.0286 -1.0708  -0.21
S: 4.1918 3.0510 -1.9873  -0.23
N: 0.4612 -0.9395 1.8008  0.07
O: -0.5408 -1.8302 1.5320  -0.20
B: 0.1137 -3.1492 1.4645  0.51
O: 0.0459 -3.9679 2.5858  -0.45
O: 0.7865 -3.5135 0.3488  -0.54
H: -5.6647 2.7802 0.0541  0.34
H: -4.4424 2.1279 1.1609  0.28
H: -3.9545 2.6782 -0.4438  0.31
H: -2.4659 1.2818 -1.0924  0.17
H: -2.8530 0.1860 0.3224  0.40
H: -1.9576 -0.7106 -2.4920  0.34
H: -2.1330 -1.7775 -1.0856  0.26
H: 0.1132 -1.4157 -0.8090  0.10
H: 0.0992 -0.0035 -1.9496  0.47
H: 0.0640 1.3853 -0.2355  0.22
H: 1.3743 1.9694 1.2233  0.45
H: 2.8850 -0.3077 0.3179  0.30
H: 3.5228 0.3011 1.8929  0.33
H: 3.3996 2.7080 0.9096  0.35
H: 4.7043 1.6832 0.2790  0.59
H: 2.7706 1.0729 -1.5842  0.29
H: 2.0047 2.5648 -0.9783  0.23
H: 3.6852 3.2362 -3.2330  0.15
H: 1.1183 -1.1587 2.5460  0.30
H: 0.6353 -3.5716 3.2489  0.28
H: 1.6815 -3.1209 0.3683  0.30
O: 2.1812 -4.9806 -1.6172  -1.05
H: 1.7424 -4.8886 -0.7761  0.26

Output
energy above the lowest of the compared OMol25 structures with the same formula, charge and spin: 513.34 kJ/mol

Record 3
Density functional theory data (ωB97M-V/def2-TZVPD) for a 6-piece molecular cluster, C39H33F3NO23 overall.

Last column: Mulliken charge in e.
CARTESIAN COORDINATES (ANGSTROEM)
O: 2.4124 3.0240 -0.1372  -0.48
C: 1.7830 2.2353 -1.0118  0.58
O: 1.9744 2.2084 -2.4701  -0.33
C: 1.1976 3.2518 -3.1573  -0.18
C: 0.4868 2.6253 -4.5139  -0.70
C: -1.0501 2.0950 -4.2801  0.01
C: -2.3122 3.1292 -4.4641  -0.77
C: -2.5339 3.6745 -2.9339  0.11
N: -1.9436 2.8350 -2.0148  0.44
C: -1.9651 3.1386 -0.5215  -0.07
O: -2.9763 4.1282 -0.1183  -0.30
C: -2.3929 5.4528 0.1446  0.83
F: -3.5245 6.3003 0.6781  -0.23
F: -1.3447 5.4796 1.1936  -0.16
F: -1.9139 6.1685 -1.0767  -0.23
C: -1.3065 1.6573 -2.7200  -0.77
H: 1.0037 1.4484 -0.5697  0.02
H: 0.4579 3.8505 -2.4734  0.07
H: 1.9939 4.0467 -3.5549  0.35
H: 1.1229 1.6673 -4.8278  0.32
H: 0.6104 3.3984 -5.3930  0.35
H: -1.2724 1.3033 -5.1454  0.35
H: -3.2445 2.8036 -5.1110  0.34
H: -1.8314 4.0644 -5.0030  0.34
H: -3.1314 4.6739 -2.7737  0.37
H: -0.8657 3.3955 -0.2139  0.40
H: -2.2487 2.1219 0.0324  -0.13
H: -2.1696 0.8621 -2.8066  0.41
H: -0.4468 1.0535 -2.2041  0.15
C: -1.4808 -3.1953 1.5250  -0.83
C: -1.2612 -1.8803 1.4665  0.23
C: -2.3555 -0.9273 1.1323  0.85
O: -2.1277 0.2770 1.1047  -0.63
C: -3.6866 -1.4816 0.8395  -0.99
C: -3.9052 -2.7968 0.8946  0.41
C: -2.8176 -3.7470 1.2557  0.92
O: -3.0536 -4.9490 1.3162  -0.60
O: -5.1530 -3.3247 0.6179  -0.55
O: -0.0067 -1.3546 1.7157  -0.49
H: -0.6950 -3.8991 1.7688  0.49
H: -4.4686 -0.7793 0.5805  0.47
H: -5.0553 -4.2958 0.7267  0.34
H: -0.1059 -0.3831 1.6129  0.26
C: 2.6976 -4.1511 1.6441  -0.72
C: 3.8206 -3.7041 1.0787  0.34
C: 4.3538 -4.3143 -0.1707  0.94
O: 5.3778 -3.8697 -0.6773  -0.58
C: 3.6186 -5.4485 -0.7519  -0.97
C: 2.4975 -5.8976 -0.1844  0.27
C: 1.9498 -5.2695 1.0491  1.08
O: 0.9073 -5.6926 1.5372  -0.67
O: 1.8030 -6.9648 -0.7239  -0.56
O: 4.5303 -2.6550 1.6336  -0.50
H: 2.2975 -3.7154 2.5509  0.48
H: 4.0268 -5.8942 -1.6499  0.42
H: 1.0291 -7.0974 -0.1340  0.34
H: 5.3008 -2.5186 1.0403  0.27
C: 0.2984 4.5128 4.3726  -0.97
C: 0.0703 5.4409 5.3039  0.43
C: -0.5888 5.0966 6.5941  0.83
O: -0.7680 5.9673 7.4384  -0.59
C: -1.0089 3.7021 6.8028  -0.83
C: -0.7839 2.7749 5.8700  0.32
C: -0.1002 3.1139 4.5918  0.89
O: 0.1092 2.2361 3.7612  -0.58
O: -1.1785 1.4631 6.0584  -0.57
O: 0.4397 6.7584 5.1039  -0.57
H: 0.7785 4.7487 3.4313  0.54
H: -1.5029 3.4692 7.7374  0.43
H: -0.9028 0.9882 5.2442  0.30
H: 0.1694 7.2319 5.9206  0.36
C: -6.9452 -3.9895 -2.4989  -0.94
C: -7.1054 -3.7090 -3.7937  0.44
C: -6.4197 -4.5059 -4.8485  0.83
O: -6.6012 -4.2363 -6.0306  -0.60
C: -5.5340 -5.5995 -4.4195  -0.86
C: -5.3714 -5.8777 -3.1246  0.34
C: -6.0785 -5.0985 -2.0715  1.02
O: -5.9232 -5.3897 -0.8902  -0.70
O: -4.5384 -6.9024 -2.7143  -0.55
O: -7.9164 -2.6665 -4.2030  -0.57
H: -7.4393 -3.4199 -1.7219  0.45
H: -5.0280 -6.1592 -5.1956  0.43
H: -4.5908 -6.9044 -1.7336  0.35
H: -7.8686 -2.6684 -5.1838  0.35
C: 9.2580 1.4551 1.1404  -0.78
C: 8.8104 0.2020 1.0394  0.23
C: 7.3544 -0.0936 0.9385  0.92
O: 6.9743 -1.2539 0.8278  -0.64
C: 6.4165 1.0391 0.9816  -0.89
C: 6.8641 2.2919 1.0861  0.31
C: 8.3210 2.5890 1.1591  0.80
O: 8.7028 3.7519 1.2361  -0.61
O: 5.9882 3.3610 1.1298  -0.53
O: 9.6849 -0.8690 1.0238  -0.57
H: 10.3137 1.6845 1.2122  0.43
H: 5.3603 0.8090 0.9253  0.52
H: 6.5548 4.1595 1.2053  0.35
H: 9.1185 -1.6671 0.9423  0.34

Output
electronic energy: -97696.3351 eV
net charge: +1

Record 4
Density functional theory data (ωB97M-V/def2-TZVPD) for a 2-piece molecular cluster, C3H10N2 overall.

Last column: Löwdin spin population.
CARTESIAN COORDINATES (ANGSTROEM)
C: 0.1911 -2.0262 -3.2811  0.39
C: -0.2156 -2.1104 -1.8982  0.32
H: 0.0262 -1.1410 -3.7545  0.04
H: 1.0359 -2.6836 -3.6212  0.03
H: -1.1545 -1.7362 -1.4326  0.04
H: 0.3970 -2.8028 -1.2745  0.04
N: -1.3421 1.4620 1.6175  0.01
C: 0.0657 1.3283 1.1080  0.06
N: 1.1878 1.3835 2.1377  0.02
H: -1.5605 2.3493 1.9531  0.00
H: -1.6460 0.7630 2.1808  0.01
H: 0.3744 2.1091 0.3174  0.01
H: 0.0798 0.3805 0.5951  0.03
H: 1.3713 0.4705 2.5377  0.01
H: 1.1896 2.2541 2.8148  0.00

Output
energy above the lowest of the compared OMol25 structures with the same formula, charge and spin: 241.06 kJ/mol
spin multiplicity: 2
⟨S²⟩: 0.75
net charge: -1

Record 5
Density functional theory data (ωB97M-V/def2-TZVPD) for an isolated ion of composition C2H7N2S and charge +1.

Last column: Mulliken charge in e.
CARTESIAN COORDINATES (ANGSTROEM)
C: 0.0801 -0.4182 -0.4026  0.66
C: -0.3599 0.1785 1.3022  -0.62
N: -0.5268 -1.4172 -0.8719  -0.33
N: 0.8681 0.3834 -1.0388  -0.36
S: 0.7242 1.5969 1.6107  -0.22
H: -1.5033 0.2620 1.4250  0.39
H: 0.0202 -0.6443 2.0128  0.36
H: -1.0039 -2.1872 -0.3439  0.28
H: -0.4659 -1.5297 -1.9068  0.22
H: 1.2715 1.3184 -0.6602  0.21
H: 1.0041 0.0769 -2.0573  0.23
H: -0.1085 2.3806 0.9308  0.19

Output
energy above the lowest of the compared OMol25 structures with the same formula, charge and spin: 136.14 kJ/mol
net charge: +1

Record 6
Density functional theory data (ωB97M-V/def2-TZVPD) for an isolated ion of composition C2H4O3P and charge -1.

Last column: Mulliken charge in e.
CARTESIAN COORDINATES (ANGSTROEM)
C: 1.2185 1.2846 -0.3339  0.56
C: 0.4144 1.3430 0.7187  -0.84
O: 2.3299 1.6407 -0.6728  -0.68
O: 0.4402 0.5512 -1.4908  -0.32
O: -1.8125 -0.6026 -1.7049  -0.65
P: -0.4612 -0.6518 -1.1388  0.42
H: 0.6041 2.0236 1.6600  0.18
H: -0.6288 1.1137 0.4638  0.26
H: 0.3359 -1.5631 -1.6804  -0.05
H: -0.7236 -1.0945 0.2197  0.11

Output
energy above the lowest of the compared OMol25 structures with the same formula, charge and spin: 216.35 kJ/mol
net charge: -1

How do the records compare in max |F|? In the order shown, they have 3.2; 3.3; 9.1; 4.8; 7.5; 4.1 eV/A.